1.
{
  "formula": "C13H52N26O13",
  "method": "the ωB97M-V functional and the def2-TZVPD basis",
  "elements": ["C", "O", "N", "N", "H", "H", "H", "H", "C", "O", "N", "N", "H", "H", "H", "H", "C", "O", "N", "N", "H", "H", "H", "H", "C", "O", "N", "N", "H", "H", "H", "H", "C", "O", "N", "N", "H", "H", "H", "H", "C", "O", "N", "N", "H", "H", "H", "H", "C", "O", "N", "N", "H", "H", "H", "H", "C", "O", "N", "N", "H", "H", "H", "H", "C", "O", "N", "N", "H", "H", "H", "H", "C", "O", "N", "N", "H", "H", "H", "H", "C", "O", "N", "N", "H", "H", "H", "H", "C", "O", "N", "N", "H", "H", "H", "H", "C", "O", "N", "N", "H", "H", "H", "H"],
  "xyz": [[4.55156, -1.50612, 0.68943], [4.14383, -2.68409, 0.60961], [3.91422, -0.34411, 0.40009], [5.70808, -1.16243, 1.28368], [4.22082, 0.40526, 0.99504], [3.22339, -0.32136, -0.33904], [6.06300, -0.47366, 0.63529], [6.27056, -1.80127, 1.81937], [0.34684, 2.36714, 2.83812], [0.49099, 2.26392, 1.64110], [-0.41336, 3.23105, 3.53357], [1.10419, 1.64849, 3.69161], [-1.04260, 3.82245, 3.01115], [-0.42293, 3.38782, 4.52461], [1.53362, 0.81851, 3.30849], [0.86947, 1.64313, 4.66943], [2.48523, 4.69231, -0.55406], [2.87179, 5.55173, -1.33058], [2.16880, 4.89366, 0.72144], [2.05292, 3.50083, -1.05743], [1.88854, 4.14028, 1.32772], [2.36483, 5.78212, 1.15006], [1.61089, 2.80926, -0.47080], [2.04828, 3.28824, -2.05068], [-0.30532, -4.43555, 0.18759], [-0.97930, -3.73449, -0.55078], [1.05360, -4.42226, 0.14073], [-0.87706, -5.25928, 1.06221], [1.52367, -3.66564, -0.32955], [1.47213, -4.78339, 0.98335], [-1.84237, -5.06008, 1.26647], [-0.47032, -6.03618, 1.55433], [-3.26745, -0.86233, -2.43632], [-2.88833, 0.27965, -2.12053], [-2.61582, -1.93715, -1.95455], [-4.24450, -1.08699, -3.29140], [-2.66328, -2.90638, -2.22019], [-1.92655, -1.70366, -1.25771], [-4.56185, -2.03886, -3.37378], [-4.67481, -0.38111, -3.86477], [0.51760, -0.24296, -0.47644], [1.16388, 0.13629, -1.47014], [1.05495, -0.69557, 0.65869], [-0.78317, -0.20565, -0.46769], [0.40992, -0.98540, 1.37648], [2.04461, -0.70682, 0.81731], [-1.22007, -0.71160, 0.29717], [-1.32911, 0.20221, -1.22129], [-0.84386, -0.74295, -5.45074], [-0.14850, -1.59408, -5.99541], [-0.68621, -0.28650, -4.20981], [-1.96980, -0.23344, -6.02713], [0.09276, -0.36701, -3.57551], [-1.49514, 0.24595, -3.93786], [-2.12131, -0.59078, -6.95603], [-2.58615, 0.49056, -5.68829], [-2.43414, 3.36736, -4.60945], [-3.02942, 2.49944, -5.25287], [-1.90069, 3.07309, -3.44546], [-2.16940, 4.63600, -5.02123], [-1.65963, 3.86082, -2.86756], [-1.96105, 2.11765, -3.13637], [-1.71692, 5.18272, -4.31080], [-2.55204, 4.96700, -5.88843], [3.58919, 1.64764, -3.72050], [2.69387, 2.46644, -3.47596], [3.47896, 0.35587, -3.36683], [4.73873, 1.98997, -4.24679], [2.73719, 0.11248, -2.72672], [4.29765, -0.22882, -3.39181], [5.58827, 1.63817, -3.83373], [4.87048, 2.91981, -4.61173], [2.72734, -1.70841, 4.28247], [1.78927, -1.77741, 3.45361], [3.95022, -2.14345, 3.96556], [2.64578, -1.27350, 5.55377], [3.95905, -2.49699, 3.01624], [4.57138, -2.43148, 4.70097], [3.44759, -1.16767, 6.14719], [1.67880, -1.09637, 5.77432], [-4.13794, 2.76282, -0.14951], [-4.28673, 3.85429, 0.44196], [-4.93744, 2.45184, -1.19696], [-3.20443, 1.90962, 0.23773], [-4.82971, 1.58384, -1.69494], [-5.63685, 3.12071, -1.46550], [-3.01637, 1.04549, -0.24744], [-2.48964, 2.19751, 0.88478], [-2.72149, -1.82197, 2.14049], [-1.56691, -1.59958, 1.78393], [-3.18841, -1.96408, 3.36489], [-3.71107, -2.15302, 1.34556], [-4.06754, -2.43200, 3.47318], [-2.51799, -1.88511, 4.11459], [-4.68731, -2.22515, 1.56682], [-3.49873, -2.19455, 0.35616], [-0.62986, -2.87648, 5.38022], [-1.44348, -3.42771, 6.12906], [-0.26809, -1.61900, 5.45086], [-0.38988, -3.38878, 4.15431], [-0.44529, -1.07486, 6.27966], [0.04032, -1.16761, 4.60118], [-0.83253, -4.28693, 4.05759], [0.24111, -2.95133, 3.48780]],
  "lumo_energy_ev": -0.22,
  "de_lowest_kj_mol": 413.82,
  "homo_lumo_gap_ev": 8.05,
  "largest_force_ha_per_bohr": 0.098,
  "multiplicity": 1
}

2.
{
  "formula": "C13H52O13",
  "method": "the ωB97M-V functional and the def2-TZVPD basis",
  "elements": ["C", "O", "H", "H", "H", "H", "C", "O", "H", "H", "H", "H", "C", "O", "H", "H", "H", "H", "C", "O", "H", "H", "H", "H", "C", "O", "H", "H", "H", "H", "C", "O", "H", "H", "H", "H", "C", "O", "H", "H", "H", "H", "C", "O", "H", "H", "H", "H", "C", "O", "H", "H", "H", "H", "C", "O", "H", "H", "H", "H", "C", "O", "H", "H", "H", "H", "C", "O", "H", "H", "H", "H", "C", "O", "H", "H", "H", "H"],
  "xyz": [[7.50062, 3.06526, -1.26070], [6.19068, 2.48110, -1.27566], [8.13065, 2.54973, -1.98554], [7.58148, 4.11129, -1.55628], [8.06349, 2.91993, -0.33865], [5.79254, 2.98035, -0.55884], [2.80195, 6.34944, 2.41573], [3.11960, 4.96675, 2.39371], [2.59521, 6.63989, 1.38569], [1.90102, 6.55691, 2.99312], [3.58568, 6.94398, 2.88518], [2.60722, 4.54249, 3.08587], [-4.20704, -5.26207, -1.58687], [-4.32223, -3.89369, -2.05973], [-4.88259, -5.88161, -2.17670], [-3.23502, -5.67044, -1.86348], [-4.53609, -5.28261, -0.54793], [-3.76896, -3.37423, -1.47180], [-7.49758, 2.49145, -2.63061], [-8.48001, 3.10548, -1.76783], [-7.02807, 3.28436, -3.21280], [-6.72896, 1.88952, -2.14583], [-8.01060, 1.81719, -3.31638], [-8.72649, 3.89272, -2.25884], [-6.93771, 0.32570, 2.84625], [-8.26960, 0.82778, 2.77438], [-6.31759, 1.19058, 3.08194], [-6.94342, -0.37981, 3.67711], [-6.63188, -0.17763, 1.92908], [-8.35897, 1.24740, 1.91557], [0.39518, 0.50719, -6.04176], [0.14301, 1.35185, -7.15714], [0.78824, -0.41626, -6.46702], [1.22091, 0.84892, -5.41769], [-0.53493, 0.31961, -5.50526], [0.80497, 1.27962, -7.84866], [-1.28720, 3.08350, 6.39004], [0.08033, 3.03390, 6.04322], [-1.81362, 2.17754, 6.08964], [-1.33764, 3.12474, 7.47809], [-1.74033, 3.94268, 5.89547], [0.49799, 3.69949, 6.59472], [-2.68667, 5.23000, -1.84562], [-2.97465, 4.61724, -0.63576], [-3.46565, 5.84829, -2.29172], [-1.88536, 5.93918, -1.63808], [-2.31658, 4.48252, -2.54733], [-3.28215, 5.26283, 0.00475], [4.25138, -4.04863, 4.69913], [5.52029, -4.29739, 5.21094], [4.20964, -3.01571, 4.35354], [3.97867, -4.66603, 3.84324], [3.55195, -4.30637, 5.49441], [6.21190, -4.12753, 4.56720], [5.94817, -1.15376, -5.25904], [5.26530, -1.51346, -4.09140], [5.87739, -1.96181, -5.98714], [5.59894, -0.25501, -5.76734], [6.99621, -0.97848, -5.01609], [5.26684, -0.74735, -3.51288], [0.38668, -0.48219, 0.70987], [-0.99629, -0.31107, 0.26550], [0.54515, -0.40021, 1.78517], [0.76885, -1.39121, 0.24543], [0.90661, 0.40395, 0.34582], [-1.26958, 0.60918, 0.27252], [-2.45126, -3.82436, 5.44786], [-3.36056, -4.51582, 6.37688], [-1.77385, -4.49884, 4.92412], [-3.06439, -3.39633, 4.65480], [-1.89533, -3.03246, 5.94981], [-3.74565, -5.30456, 5.98803], [4.77751, -7.22553, -4.48702], [3.77488, -6.49972, -3.67454], [5.76048, -6.92572, -4.12374], [4.66638, -8.30065, -4.34605], [4.74447, -6.85363, -5.51107], [3.95602, -5.56937, -3.82698]],
  "lumo_energy_ev": 0.05,
  "de_lowest_kj_mol": 430.54,
  "homo_lumo_gap_ev": 10.18,
  "largest_force_ha_per_bohr": 0.042,
  "multiplicity": 1
}

3.
{
  "formula": "C13H7AsGaN2O13S",
  "method": "the ωB97M-V functional and the def2-TZVPD basis",
  "elements": ["Ga", "O", "As", "O", "O", "C", "C", "C", "C", "C", "C", "S", "O", "O", "O", "H", "H", "H", "H", "H", "O", "C", "O", "C", "C", "C", "C", "C", "C", "O", "N", "O", "O", "N", "O", "O", "H", "H"],
  "xyz": [[0.16968, 0.69586, -1.04416], [2.29008, 3.86826, -1.47026], [2.74008, 2.37066, -0.71156], [4.31758, 2.21096, -0.95016], [1.83728, 1.11086, -1.41406], [2.36568, 2.55486, 1.20524], [3.48198, 2.53936, 2.03484], [3.33488, 2.70776, 3.40224], [2.07618, 2.93166, 3.94324], [0.95908, 2.90976, 3.12484], [1.11278, 2.70906, 1.76424], [-0.34612, 2.42556, 0.79134], [-1.46422, 3.02156, 1.44434], [-0.08072, 2.88016, -0.57666], [-0.40652, 0.91876, 0.74414], [1.32708, 3.87726, -1.53836], [4.45568, 2.38806, 1.57594], [4.20218, 2.64896, 4.04404], [1.95868, 3.10996, 5.00154], [-0.04042, 3.03276, 3.51264], [-3.27212, 0.21226, -2.74596], [-2.19212, -0.10204, -2.30736], [-1.20682, 0.76786, -2.21116], [-1.95072, -1.52064, -1.86806], [-2.95212, -2.41974, -2.15876], [-2.88102, -3.74274, -1.72526], [-1.81352, -4.15144, -0.94056], [-0.79382, -3.26674, -0.63806], [-0.79352, -1.92494, -1.13966], [0.22378, -1.16644, -0.94006], [0.24258, -3.73414, 0.24714], [0.23068, -4.92184, 0.52344], [1.04518, -2.95374, 0.70104], [-3.91752, -4.67184, -2.05166], [-4.85222, -4.27704, -2.72166], [-3.80872, -5.81134, -1.64006], [-3.80632, -2.06954, -2.71926], [-1.79242, -5.15814, -0.54746]],
  "total_charge": -1,
  "lumo_energy_ev": 1.81,
  "homo_lumo_gap_ev": 8.62,
  "largest_force_ha_per_bohr": 0.038,
  "multiplicity": 1
}

4.
{
  "formula": "C13H7ClN3O2PtS2Se3Te",
  "method": "the ωB97M-V functional and the def2-TZVPD basis",
  "elements": ["Pt", "S", "C", "S", "C", "C", "N", "C", "N", "Se", "Se", "Te", "Se", "N", "C", "C", "C", "C", "C", "C", "C", "H", "H", "H", "H", "H", "Cl", "C", "C", "O", "O", "H", "H"],
  "xyz": [[-0.50852, -2.32021, -0.58859], [-2.08817, -0.14059, 2.71335], [-2.59948, -0.90522, 1.31508], [-2.11658, -2.60662, 1.02726], [-3.45987, -0.33163, 0.38994], [-3.92529, 1.00052, 0.55839], [-4.32038, 2.07392, 0.69956], [-3.94934, -0.99052, -0.76011], [-4.41261, -1.49165, -1.69156], [0.13304, -4.65021, -0.00294], [1.28299, -5.25620, -1.84799], [-0.34505, -4.53946, -3.63672], [-1.96931, -3.34994, -2.23740], [0.66327, -1.27349, 0.88499], [0.89678, -0.19489, 1.21102], [1.21017, 1.12399, 1.64049], [1.93082, 1.94628, 0.77264], [2.24723, 3.23160, 1.17222], [1.85126, 3.68076, 2.42473], [1.13397, 2.85715, 3.28039], [0.80135, 1.57099, 2.89496], [2.21327, 1.57820, -0.20386], [2.78968, 3.88593, 0.50427], [2.09567, 4.68945, 2.73217], [0.82028, 3.21981, 4.24892], [0.21520, 0.91727, 3.52289], [2.18825, -1.36211, -4.66031], [1.72169, -0.21211, -3.38648], [0.76574, -0.79974, -2.36514], [-0.14599, -0.10236, -1.91069], [0.98910, -1.98759, -1.96709], [1.25313, 0.64845, -3.85411], [2.63774, 0.09021, -2.88031]],
  "total_charge": -1,
  "lumo_energy_ev": [0.52, 0.52],
  "de_lowest_kj_mol": 0.00,
  "homo_lumo_gap_ev": [5.15, 5.15],
  "largest_force_ha_per_bohr": 0.016,
  "multiplicity": 1
}